No. 1
A cluster of 2 separate species, CH6OS in total, computed with wB97M-V/def2-TZVPD.

```
9
Properties=species:S:1:pos:R:3:forces:R:3:lowdin_spin:R:1
H 0.22855 1.06103 1.25284 0.0 -0.2 -0.1 0.01
H 1.78611 1.43737 0.47135 0.1 -0.1 -0.1 0.03
O -1.44476 -0.78926 1.52608 -0.2 -0.2 0.2 0.00
H -1.12620 -1.25581 0.73214 0.2 0.4 0.1 0.00
H -1.96858 -1.41232 2.03801 0.1 -0.1 -0.2 0.00
H -0.12529 -1.31578 -1.81262 -0.2 0.2 0.2 0.28
S 0.54241 -0.17269 -1.05414 0.4 -0.5 -0.4 0.38
C 0.71654 1.30079 0.31094 -0.3 0.7 0.3 0.29
H 0.27080 2.21527 -0.10107 0.1 -0.2 0.0 0.01
```
Positions in Å, forces in eV/Å.

⟨S²⟩	0.759
HOMO energy (spin up / spin down)	-1.00 / -2.72	eV
total charge	-1
HOMO-LUMO gap (spin up / spin down)	4.91 / 6.61	eV
multiplicity	2
energy relative to the best compared isomer or geometry (same formula, charge and spin)	8.47	kcal/mol

***

No. 2
A cluster of 2 separate species, CH6OS in total in a non-equilibrium geometry, computed with wB97M-V/def2-TZVPD.

```
9
Properties=species:S:1:pos:R:3:forces:R:3:lowdin_spin:R:1
H -5.25283 -0.32590 2.79874 -0.6 0.8 -0.4 0.00
H 1.40740 -1.31493 -2.22287 0.7 0.7 0.6 0.03
H -5.37401 0.36785 1.44962 0.2 0.0 -0.7 0.00
S 1.77909 0.01516 -2.01730 0.4 -0.2 0.3 0.87
C 3.16676 0.14158 -0.72522 -2.0 0.1 -0.9 0.07
O -5.71736 0.40718 2.33313 0.4 -0.8 1.2 0.00
H 2.88719 1.09106 -0.27013 0.1 0.1 0.0 0.01
H 4.05021 0.27330 -1.34735 0.3 -0.4 0.3 0.02
H 3.05356 -0.65530 0.00138 0.6 -0.3 -0.2 0.00
```
Positions in Å, forces in eV/Å.

⟨S²⟩	0.753
HOMO energy (spin up / spin down)	-13.26 / -13.26	eV
total charge	+1
HOMO-LUMO gap (spin up / spin down)	8.51 / 3.61	eV
multiplicity	2
energy relative to the best compared isomer or geometry (same formula, charge and spin)	7.04	kcal/mol

***

No. 3
A cluster of 2 separate species, CH6OS2 in total in a non-equilibrium geometry, computed with wB97M-V/def2-TZVPD.

```
10
Properties=species:S:1:pos:R:3:forces:R:3:lowdin_spin:R:1
H -0.79535 -1.77101 0.80737 0.2 0.1 -0.3 0.01
S 3.10136 1.60191 -0.87235 0.8 1.8 0.0 0.47
H -1.81315 0.25538 -0.35024 0.0 -0.5 -0.2 0.00
S 2.04026 -0.47897 -0.73357 -0.9 -1.9 0.2 0.47
H 2.74959 -0.88789 -1.78196 0.1 0.0 -0.2 0.02
O -0.70879 -0.85043 1.06478 -0.2 -0.2 0.2 0.01
H -1.83525 0.77326 1.29175 -0.3 0.0 0.1 0.00
H -2.78033 -0.67766 0.86670 0.0 0.1 -0.1 0.00
C -1.85286 -0.12757 0.67498 0.2 0.6 0.3 0.00
H 1.89451 2.16299 -0.96746 0.0 0.1 -0.1 0.02
```
Positions in Å, forces in eV/Å.

⟨S²⟩	0.754
HOMO energy (spin up / spin down)	-0.60 / -3.13	eV
total charge	-1
HOMO-LUMO gap (spin up / spin down)	4.18 / 6.65	eV
multiplicity	2
energy relative to the best compared isomer or geometry (same formula, charge and spin)	7.20	kcal/mol

***

No. 4
The molecule CH6P2S in a non-equilibrium geometry, computed with wB97M-V/def2-TZVPD.

```
10
Properties=species:S:1:pos:R:3:forces:R:3:lowdin_spin:R:1
H -1.03034 -1.85592 1.22394 0.7 0.4 -0.7 0.04
C -1.58908 -0.05920 -0.37123 -2.2 -0.5 -0.2 0.08
P 2.36858 0.36164 -0.40006 0.9 0.9 -1.2 0.43
S 1.00673 -0.07116 1.24105 0.2 -0.3 1.7 0.90
H 3.53167 0.81793 0.25834 -0.2 0.2 0.2 0.05
H 1.71569 1.63544 -0.52124 0.3 -0.3 -0.2 0.06
P -0.34798 -1.31844 0.03557 -1.5 -1.7 1.2 0.41
H -1.16254 0.91492 -0.21606 -0.2 0.6 -0.3 0.01
H -1.89084 -0.28190 -1.39013 0.3 0.6 -0.5 0.01
H -2.60188 -0.14331 0.13984 1.6 0.1 0.0 0.01
```
Positions in Å, forces in eV/Å.

⟨S²⟩	2.012
HOMO energy (spin up / spin down)	-4.46 / -9.46	eV
HOMO-LUMO gap (spin up / spin down)	4.76 / 6.32	eV
multiplicity	3
energy relative to the best compared isomer or geometry (same formula, charge and spin)	21.25	kcal/mol

***

No. 5
A structure of composition CH6SSi in a non-equilibrium geometry, computed with wB97M-V/def2-TZVPD.

```
9
Properties=species:S:1:pos:R:3:forces:R:3:lowdin_charge:R:1
H 0.99299 -1.08792 0.24597 -1.0 -3.0 1.9 -0.07
Si -1.66192 0.40578 0.21224 2.0 1.1 1.2 0.63
C 1.59281 -0.36653 -0.12108 2.9 0.8 -4.1 -0.70
H -1.26135 -0.95814 0.78579 -0.7 0.8 -0.3 -0.10
H -2.14153 0.42312 -1.17268 0.3 -0.2 -0.2 -0.14
S 1.06212 1.17095 0.46085 -3.2 1.4 0.5 0.39
H 2.73090 -0.47792 -0.11808 -1.6 -0.1 0.8 0.06
H -2.70251 1.34807 0.92982 1.3 -1.1 -0.3 -0.10
H 1.38848 -0.45740 -1.22283 0.2 0.3 0.6 0.03
```
Positions in Å, forces in eV/Å.

HOMO energy	-8.27	eV
HOMO-LUMO gap	7.67	eV
multiplicity	1
energy relative to the best compared isomer or geometry (same formula, charge and spin)	61.83	kcal/mol

***

No. 6
A cluster of 2 separate species, CH6SSi in total in a non-equilibrium geometry, computed with wB97M-V/def2-TZVPD.

```
9
Properties=species:S:1:pos:R:3:forces:R:3:lowdin_spin:R:1
H 1.83913 -1.56773 -1.35594 0.2 0.4 0.3 0.08
H -0.56717 0.09747 0.53859 -0.6 0.6 -0.3 0.04
H -1.14233 0.71766 -1.07458 0.5 0.1 0.6 0.02
H -0.40957 -2.26055 -0.89816 -0.2 0.0 0.3 0.07
H 0.46150 0.81705 3.68563 -0.4 -0.4 -0.6 0.04
H 0.32783 1.31407 -0.26384 1.8 2.3 0.2 0.00
C -0.26445 0.50646 -0.42892 -1.8 -3.3 -0.7 0.15
S -0.23959 0.13221 2.71651 0.5 0.3 1.2 0.91
Si 0.46990 -1.10802 -1.09043 -0.1 0.0 -1.0 0.69
```
Positions in Å, forces in eV/Å.

⟨S²⟩	2.005
HOMO energy (spin up / spin down)	-6.64 / -9.87	eV
HOMO-LUMO gap (spin up / spin down)	7.39 / 7.23	eV
multiplicity	3
energy relative to the best compared isomer or geometry (same formula, charge and spin)	0.00	kcal/mol

***

No. 7
The ion CH7BNO3 with charge +1 in a non-equilibrium geometry, computed with wB97M-V/def2-TZVPD.

```
13
Properties=species:S:1:pos:R:3:forces:R:3:lowdin_charge:R:1
H -1.43125 -1.83921 -0.43666 -0.3 -1.4 0.0 0.12
O -0.48260 1.09133 -0.11673 3.8 1.6 -0.1 0.15
H 1.63398 -0.49364 1.27242 0.0 0.9 -1.3 0.20
C 1.08546 1.08206 -0.13204 -4.9 -1.2 -1.3 0.03
O -0.69618 -1.25660 -0.32058 -0.4 1.7 -0.1 0.12
H 0.67024 -1.06248 0.02338 0.9 1.1 -0.6 0.14
N 1.51693 -0.30300 0.23191 -1.1 -0.3 2.8 0.17
B -1.30923 0.06126 -0.11088 2.6 -2.6 -0.4 -0.85
H 2.38987 -0.52176 -0.18614 1.0 -0.4 -0.7 0.14
H 1.34523 1.27868 -1.17348 0.2 -0.1 0.3 0.15
H -3.37107 -0.12717 0.18384 -3.0 -1.4 -0.5 0.10
H 1.16909 1.92942 0.50567 1.3 0.0 0.9 0.14
O -2.52047 0.16111 0.25931 0.0 2.0 1.1 0.37
```
Positions in Å, forces in eV/Å.

HOMO energy	-16.09	eV
total charge	+1
HOMO-LUMO gap	12.56	eV
multiplicity	1
energy relative to the best compared isomer or geometry (same formula, charge and spin)	15.07	kcal/mol

***

No. 8
A cluster of 2 separate species, CH7IN3 in total, computed with wB97M-V/def2-TZVPD.

```
12
Properties=species:S:1:pos:R:3:forces:R:3:lowdin_charge:R:1
H 0.28849 -1.00890 2.07884 0.0 0.0 0.0 0.14
N -1.31600 -0.07149 -0.55065 0.0 -0.1 -0.2 0.20
H 0.68320 1.25912 1.59099 0.0 0.0 0.0 0.14
N -0.29579 -1.05771 1.26046 0.0 -0.1 0.0 0.22
N 0.02817 1.17933 0.83138 0.1 0.1 -0.1 0.20
H -0.73414 -1.93993 1.05517 0.0 0.0 0.0 0.14
H -1.45587 0.71341 -1.16474 0.0 0.0 0.0 0.13
H -1.70849 -0.95454 -0.83357 0.0 0.0 0.0 0.14
H 3.21452 -0.24066 -2.86676 0.8 -0.2 -0.4 -0.35
I 1.88387 0.12987 -2.13447 -0.7 0.2 0.4 0.47
H -0.07651 1.98096 0.23134 0.0 0.0 0.0 0.13
C -0.51145 0.01053 0.50200 -0.2 0.1 0.3 -0.55
```
Positions in Å, forces in eV/Å.

HOMO energy	-13.39	eV
total charge	+1
HOMO-LUMO gap	10.07	eV
multiplicity	1
energy relative to the best compared isomer or geometry (same formula, charge and spin)	0.00	kcal/mol

***

No. 9
A cluster of 2 separate species, CH7N2O in total in a non-equilibrium geometry, computed with wB97M-V/def2-TZVPD.

```
11
Properties=species:S:1:pos:R:3:forces:R:3:lowdin_charge:R:1
H -1.05348 0.09416 -0.62158 0.1 0.2 -0.2 0.02
H -1.22232 0.84932 0.79943 0.0 0.3 0.1 0.04
H -0.07996 -1.01737 1.90916 -0.3 0.5 0.1 0.08
H 1.15197 0.78339 0.82816 0.3 0.2 0.0 0.03
O 0.35418 0.71138 -2.10052 -0.2 -0.1 0.1 -0.58
C -0.05980 -0.78452 0.83626 1.0 -0.5 0.5 -0.42
H 1.13224 -0.04751 -0.51990 0.4 0.4 0.0 0.00
H -0.03583 -1.78150 0.40794 -0.2 -0.2 -0.5 0.08
N 1.24036 -0.17193 0.50120 -0.7 -0.4 -0.1 -0.04
N -1.22085 -0.06534 0.37650 -0.5 -0.5 0.1 -0.03
H -0.20652 1.42991 -2.41664 0.1 -0.1 0.0 -0.17
```
Positions in Å, forces in eV/Å.

HOMO energy	-2.96	eV
total charge	-1
HOMO-LUMO gap	7.64	eV
multiplicity	1
energy relative to the best compared isomer or geometry (same formula, charge and spin)	5.40	kcal/mol

***

No. 10
A cluster of 2 separate species, CH7N2O in total, computed with wB97M-V/def2-TZVPD.

```
11
Properties=species:S:1:pos:R:3:forces:R:3:lowdin_charge:R:1
N -2.39272 -1.43264 0.51777 0.3 0.1 -0.3 -0.02
H -0.06412 1.01289 0.83164 -0.1 0.2 0.1 0.05
N 0.64632 -0.68303 -0.16978 0.6 0.1 -0.4 -0.07
C 0.88461 0.78704 0.28515 -0.1 -0.6 -0.1 -0.65
H 1.68623 0.66840 1.06050 -0.1 0.0 0.2 0.06
H 1.59791 -1.04519 -0.26682 -0.1 -0.1 0.2 0.01
H -1.95504 -0.52261 0.66189 -0.1 0.0 0.2 -0.02
O 1.18434 1.59675 -0.70033 0.0 0.2 -0.2 -0.35
H -2.96871 -1.30102 -0.30978 -0.1 0.0 0.0 -0.02
H 0.44357 -0.52187 -1.16097 -0.3 0.1 0.1 0.02
H -1.57579 -1.93826 0.17170 -0.1 -0.1 0.1 -0.03
```
Positions in Å, forces in eV/Å.

HOMO energy	-2.58	eV
total charge	-1
HOMO-LUMO gap	7.24	eV
multiplicity	1
energy relative to the best compared isomer or geometry (same formula, charge and spin)	7.49	kcal/mol

***

No. 11
A cluster of 2 separate species, CH7N2O in total in a non-equilibrium geometry, computed with wB97M-V/def2-TZVPD.

```
11
Properties=species:S:1:pos:R:3:forces:R:3:lowdin_charge:R:1
N -0.05832 -0.63300 -0.13182 0.4 -1.7 -0.9 0.21
O -2.48743 0.62869 0.45176 0.5 -0.3 0.0 -0.04
H 1.18176 0.68772 1.01278 0.0 0.0 -0.3 0.15
N 2.17175 -0.12664 -0.67171 -0.8 0.1 -1.3 0.18
H -0.19543 -1.45925 0.45821 -0.2 0.4 0.6 0.17
H 2.92580 0.55407 -0.70908 0.4 -0.4 0.8 0.10
H -0.02891 -1.09506 -1.05390 0.3 0.5 -0.1 0.18
H -3.35403 1.04793 0.47756 0.0 0.1 -0.2 0.08
H -2.34214 0.28228 1.33557 -0.4 0.1 0.3 0.06
H -0.89680 -0.02361 -0.13342 -0.1 0.2 0.3 0.10
C 1.24874 0.05370 0.12096 -0.1 0.9 0.7 -0.20
```
Positions in Å, forces in eV/Å.

HOMO energy	-15.84	eV
total charge	+1
HOMO-LUMO gap	12.12	eV
multiplicity	1
energy relative to the best compared isomer or geometry (same formula, charge and spin)	39.43	kcal/mol

***

No. 12
A structure of composition CH7N2O3 in a non-equilibrium geometry, computed with wB97M-V/def2-TZVPD.

```
13
Properties=species:S:1:pos:R:3:forces:R:3:lowdin_charge:R:1
C 1.05447 -0.34549 1.40445 -2.4 -1.8 1.3 -0.08
H 0.28104 0.92087 0.00758 0.3 0.2 0.7 0.15
N 1.13162 0.90794 0.63389 0.9 -2.1 -3.2 0.23
H -1.75983 -1.09413 -2.63818 1.2 0.5 1.2 0.16
H 1.92568 0.81612 -0.05044 -0.6 0.6 0.8 0.21
H 1.96649 -0.98579 1.55617 -0.7 1.2 -0.5 0.17
O 0.14149 -1.23266 0.63439 3.7 -0.7 0.6 -0.12
H 1.17990 1.71635 1.18456 0.3 1.6 0.9 0.15
H -2.71630 0.24389 -2.31329 2.0 -0.2 1.9 0.18
H 0.55778 -0.08884 2.39190 0.7 -0.4 -1.1 0.16
O -0.98014 0.05541 -1.14474 2.2 1.5 -0.7 -0.12
N -1.77904 -0.23492 -2.04098 -4.1 -1.2 -3.4 0.01
O -1.00315 -0.67877 0.37467 -3.4 0.7 1.4 -0.10
```
Positions in Å, forces in eV/Å.

HOMO energy (spin up / spin down)	-13.11 / -13.33	eV
total charge	+1
HOMO-LUMO gap (spin up / spin down)	9.33 / 9.57	eV
multiplicity	1
energy relative to the best compared isomer or geometry (same formula, charge and spin)	126.07	kcal/mol

***

Question: What is the energy relative to the best compared isomer or geometry (same formula, charge and spin) in the fifth record?
Answer: 61.83 kcal/mol

***

Copy entry 5 word for word.
A structure of composition CH6SSi in a non-equilibrium geometry, computed with wB97M-V/def2-TZVPD.

```
9
Properties=species:S:1:pos:R:3:forces:R:3:lowdin_charge:R:1
H 0.99299 -1.08792 0.24597 -1.0 -3.0 1.9 -0.07
Si -1.66192 0.40578 0.21224 2.0 1.1 1.2 0.63
C 1.59281 -0.36653 -0.12108 2.9 0.8 -4.1 -0.70
H -1.26135 -0.95814 0.78579 -0.7 0.8 -0.3 -0.10
H -2.14153 0.42312 -1.17268 0.3 -0.2 -0.2 -0.14
S 1.06212 1.17095 0.46085 -3.2 1.4 0.5 0.39
H 2.73090 -0.47792 -0.11808 -1.6 -0.1 0.8 0.06
H -2.70251 1.34807 0.92982 1.3 -1.1 -0.3 -0.10
H 1.38848 -0.45740 -1.22283 0.2 0.3 0.6 0.03
```
Positions in Å, forces in eV/Å.

HOMO energy	-8.27	eV
HOMO-LUMO gap	7.67	eV
multiplicity	1
energy relative to the best compared isomer or geometry (same formula, charge and spin)	61.83	kcal/mol